Entry 1:
C3H4N4O4 | ωB97M-V/def2-TZVPD

Geometry (Å):
C -0.26 1.41 -0.43
C -0.61 -0.48 0.79
C 0.97 -1.81 -0.44
N 0.04 1.32 -1.58
N -1.76 -0.70 0.93
N 0.57 -1.14 0.79
N -0.29 2.46 0.52
O -2.93 -0.51 0.94
O 0.82 2.79 0.89
O -1.36 2.80 0.89
O 0.36 0.99 -2.66
H 1.82 -2.57 -0.15
H 0.22 -2.67 -0.58
H 1.12 -1.12 -1.36
H 1.29 -0.76 1.45

Computed properties:
HOMO level in eV: -8.664
Largest force on an atom in eV Å⁻¹: 2.90
E in a.u.: -636.30904
LUMO level in eV: -1.5
Charge: 0
Energy above the lowest of the compared OMol25 structures with the same formula, charge and spin in kJ/mol: 468.0

---

Entry 2:
C3H4NO | ωB97M-V/def2-TZVPD

Geometry (Å):
C 1.24 -1.49 1.74
C 0.89 -0.76 0.85
C -0.15 0.87 -0.71
N 1.24 0.63 -0.31
O 2.22 0.47 -1.18
H 1.61 -1.85 2.68
H -0.60 0.02 -1.36
H -0.79 1.06 0.09
H -0.17 1.69 -1.33

Computed properties:
HOMO level (alpha / beta) in eV: -2.055 / -2.054
Largest force on an atom in eV Å⁻¹: 4.77
E in a.u.: -246.50255
LUMO level (alpha / beta) in eV: 4.6 / 4.6
Charge: -1
Energy above the lowest of the compared OMol25 structures with the same formula, charge and spin in kJ/mol: 300.2

---

Entry 3:
C3H4NO | ωB97M-V/def2-TZVPD

Geometry (Å):
C 0.35 0.22 0.07
C -1.62 -0.01 -0.03
C 0.48 -1.19 -0.46
N -0.50 -1.86 -0.94
O -1.81 -1.04 -0.68
H 0.51 1.01 -0.50
H -2.23 0.83 0.12
H 1.43 -1.65 -0.62
H 0.51 0.43 1.15

Computed properties:
HOMO level in eV: -17.223
Largest force on an atom in eV Å⁻¹: 8.30
E in a.u.: -246.25154
LUMO level in eV: -6.5
Charge: +1
Energy above the lowest of the compared OMol25 structures with the same formula, charge and spin in kJ/mol: 369.0

---

Entry 4:
C3H4NO | ωB97M-V/def2-TZVPD

Geometry (Å):
C -0.12 -1.48 -1.53
C 0.69 2.10 1.15
C 0.19 -0.80 -0.49
N -0.20 2.63 1.58
O 0.49 -0.34 0.55
H 0.28 -1.27 -2.42
H -0.76 -2.36 -1.54
H 1.53 1.55 0.93
H -1.13 2.99 1.44

Computed properties:
HOMO level in eV: -13.368
Largest force on an atom in eV Å⁻¹: 3.39
E in a.u.: -246.31698
LUMO level in eV: -5.8
Charge: +1
Energy above the lowest of the compared OMol25 structures with the same formula, charge and spin in kJ/mol: 197.2

---

Entry 5:
C3H4NO2 | ωB97M-V/def2-TZVPD

Geometry (Å):
C -0.37 1.60 -1.31
C -0.23 0.49 -0.64
C 0.58 0.47 0.49
N 0.07 -1.75 1.53
O 0.31 -2.00 2.72
O -0.54 -2.54 0.81
H -0.95 1.72 -2.25
H 0.38 2.47 -1.06
H -0.77 -0.39 -0.73
H 1.52 -0.06 0.44

Computed properties:
HOMO level (alpha / beta) in eV: -3.628 / -3.625
Largest force on an atom in eV Å⁻¹: 4.66
E in a.u.: -321.74655
LUMO level (alpha / beta) in eV: 4.0 / 4.0
Charge: -1
Energy above the lowest of the compared OMol25 structures with the same formula, charge and spin in kJ/mol: 698.7

---

Entry 6:
C3H4NO2 | ωB97M-V/def2-TZVPD

Geometry (Å):
C 2.28 0.00 -0.15
C 1.33 -0.86 -0.31
C 0.60 0.15 0.56
N -0.08 1.16 0.12
O -1.78 0.65 -0.50
O 3.26 0.69 -0.16
H -1.49 0.60 -1.42
H 1.02 -1.79 -0.94
H 0.29 -0.17 1.52
H 0.50 1.70 -0.67

Computed properties:
HOMO level (alpha / beta) in eV: -3.009 / -3.006
Largest force on an atom in eV Å⁻¹: 4.13
E in a.u.: -321.80115
LUMO level (alpha / beta) in eV: 4.2 / 4.2
Charge: -1
Energy above the lowest of the compared OMol25 structures with the same formula, charge and spin in kJ/mol: 555.4

---

Entry 7:
C3H4NO2 | ωB97M-V/def2-TZVPD

Geometry (Å):
O -2.68 1.59 -0.03
C -1.78 0.84 0.04
C -0.27 0.74 0.01
C -0.26 -0.75 -0.04
N -1.69 -0.79 -0.01
O -2.52 -1.62 0.02
H 0.31 1.51 -0.62
H 0.00 1.17 1.01
H 0.01 -1.27 -0.94
H 0.26 -1.28 0.80

Computed properties:
HOMO level in eV: -16.597
Largest force on an atom in eV Å⁻¹: 4.20
E in a.u.: -321.52227
SMILES: O=C1CC[N+]1=O
LUMO level in eV: -8.1
Charge: +1
Energy above the lowest of the compared OMol25 structures with the same formula, charge and spin in kJ/mol: 378.4

---

Entry 8:
C3H4NO2 | ωB97M-V/def2-TZVPD

Geometry (Å):
C -0.35 -0.41 -0.91
C 0.15 0.74 -0.40
C -0.61 -0.69 -2.20
N 0.36 0.26 1.69
O -0.86 -1.06 -3.26
O 0.48 1.80 -0.70
H -0.28 -1.27 -0.32
H 1.21 0.71 2.09
H 0.28 -0.76 1.81
H -0.39 0.69 2.20

Computed properties:
HOMO level in eV: -15.885
Largest force on an atom in eV Å⁻¹: 3.47
E in a.u.: -321.63106
LUMO level in eV: -5.2
Charge: +1
Energy above the lowest of the compared OMol25 structures with the same formula, charge and spin in kJ/mol: 92.8